No. 1
Molecular formula: C9H36N4O9
Method: DFT, ωB97M-V with the def2-TZVPD basis set

Structure (XYZ):
```
58
Properties=species:S:1:pos:R:3:forces:R:3:lowdin_charge:R:1
N 0.52120 2.28595 -1.50042 -4.018 -2.218 0.751 0.177
C 1.66274 2.87240 -1.53659 5.001 1.877 5.033 -0.633
N 1.87448 3.59424 -2.61058 2.833 3.406 -3.215 0.139
O 2.56192 2.88536 -0.49826 -4.130 -0.446 -4.695 -0.102
H 0.19905 1.81087 -0.67156 0.592 -0.320 0.481 0.059
H -0.22749 2.31162 -2.19002 0.999 0.343 -0.205 0.124
H 2.77965 4.16656 -2.64953 -2.049 -1.469 0.283 0.158
H 1.19589 3.84679 -3.35744 0.696 -0.740 1.274 0.127
N 2.14814 -2.55349 -0.91074 -0.098 4.283 2.706 0.117
C 2.57986 -3.78788 -0.84271 8.305 -1.950 -1.861 -0.623
N 1.71673 -4.56989 -1.44072 -3.577 -5.477 -0.820 0.110
O 3.92475 -4.14900 -0.75328 -6.829 1.657 0.520 -0.137
H 2.85673 -1.82617 -0.64272 -1.241 -0.709 -0.282 0.122
H 1.16781 -2.35189 -0.54841 1.670 -0.236 -0.900 0.085
H 1.91495 -5.64370 -1.41904 -0.667 2.976 -0.119 0.164
H 0.71673 -4.22917 -1.69602 2.699 -0.986 0.783 0.149
C -2.00085 3.63670 4.13236 -1.973 0.454 -2.360 -0.175
O -2.54980 2.82749 5.15104 1.517 0.344 1.205 -0.110
H -1.71327 4.73800 4.24719 -0.122 -1.603 0.946 0.098
H -2.80831 3.68278 3.33593 1.082 0.115 0.458 0.076
H -1.23216 3.01754 3.69747 0.671 0.432 -0.137 0.049
H -3.48574 2.86415 5.13713 -1.180 0.278 -0.033 0.050
C -2.66074 2.01815 -0.09770 -0.019 0.480 1.302 -0.125
O -2.35679 2.97922 0.93262 0.699 0.810 -0.965 -0.136
H -1.81519 1.80979 -0.73750 -0.014 0.082 -0.255 0.040
H -3.55440 2.32102 -0.64418 0.035 -0.150 -0.153 0.084
H -2.82332 1.12905 0.50035 -0.322 -0.297 -0.419 0.049
H -1.86404 3.73838 0.54415 -0.574 -0.840 0.369 0.100
C 0.09423 -0.94652 -2.70177 -1.189 -0.612 -1.835 -0.198
O 1.35764 -1.28532 -3.16825 0.452 0.385 -0.953 -0.124
H -0.37795 -0.31400 -3.49272 0.400 -0.049 0.601 0.085
H 0.10206 -0.39507 -1.76775 -0.173 -0.270 0.333 0.042
H -0.55943 -1.86649 -2.76287 0.247 0.768 0.875 0.087
H 1.69920 -2.04128 -2.68107 0.177 0.128 0.394 0.032
C -3.73469 -1.64208 1.17810 0.523 1.530 -0.607 -0.108
O -3.04776 -2.61909 0.40447 0.409 -0.680 0.420 -0.116
H -4.60196 -1.42731 0.63801 -1.693 0.606 -0.826 0.062
H -3.20454 -0.66364 1.24822 0.115 -0.912 0.170 0.071
H -4.11450 -1.91632 2.14901 0.700 -0.915 0.333 0.090
H -3.07096 -2.36995 -0.52822 -0.493 0.165 0.258 0.099
C -0.04840 0.61226 2.01973 0.771 -1.168 -0.519 -0.092
O -0.07312 0.44374 0.59051 -0.212 0.253 0.980 -0.175
H -0.91039 0.12873 2.50194 0.168 0.097 -0.076 0.085
H -0.04768 1.64496 2.22205 0.006 1.203 0.393 0.051
H 0.90672 0.14863 2.34623 -0.612 0.413 0.386 0.104
H 0.09571 -0.49906 0.55584 -0.247 -0.323 -1.119 0.020
C -0.08837 -2.94995 1.32836 -0.676 0.370 2.192 -0.127
O -0.43491 -2.18214 0.20754 1.291 0.222 -0.565 -0.192
H -0.23003 -3.97078 1.04635 0.216 -0.954 0.390 0.083
H -0.82103 -2.65233 2.11849 0.589 -0.664 -0.152 0.100
H 0.91218 -2.77534 1.75050 -0.186 0.117 -0.689 0.106
H -1.28439 -2.57638 0.02773 -0.954 0.464 -0.404 0.043
C 4.09617 0.39199 -1.54607 -0.547 -0.205 1.938 -0.102
O 2.92528 0.16481 -0.72503 2.193 -2.243 -0.837 -0.132
H 4.58087 1.34788 -1.49703 -0.237 0.784 0.661 0.073
H 3.95342 0.19784 -2.55229 -0.913 -0.504 -2.156 0.050
H 4.78412 -0.33509 -1.19844 0.930 -0.686 0.316 0.071
H 2.41398 0.92242 -0.64239 -1.042 2.586 0.402 -0.028
```
Forces are in eV/Å.

Properties
HOMO, eV: -8.81
Net charge: 0
Energy above the lowest of the compared OMol25 structures with the same formula, charge and spin, eV: 4.178
Spin multiplicity: 1

---

No. 2
Molecular formula: C9H36NO17PS
Method: DFT, ωB97M-V with the def2-TZVPD basis set

Structure (XYZ):
```
65
Properties=species:S:1:pos:R:3:forces:R:3:lowdin_charge:R:1
C -1.87692 -3.23697 2.32544 0.171 0.159 -0.023 -0.064
C -0.87590 -2.77778 1.26386 -0.467 -0.026 0.263 -0.139
C -1.20502 -3.13453 -0.15941 1.200 -0.480 -1.045 -0.447
O -0.34467 -3.44834 -0.96299 -0.918 0.222 0.903 0.105
O -2.50724 -3.17839 -0.53820 0.261 0.127 0.030 0.023
C -3.31864 -2.05640 -0.21989 -0.328 -0.117 0.049 -0.146
C -3.27654 -1.02131 -1.30114 0.204 0.465 0.000 -0.062
N -2.23461 0.02568 -1.05826 -0.412 0.024 -0.861 0.002
O -2.83896 1.00261 -0.23126 -0.177 -0.327 -0.061 -0.072
C -1.83637 1.59251 0.58055 0.440 0.182 0.258 -0.113
C -1.47048 0.78680 1.82529 0.032 0.137 0.497 -0.381
C 0.01654 0.53898 1.96467 -0.200 -0.106 -0.347 -0.039
O -1.92517 1.46952 2.99966 0.162 -0.172 0.038 -0.023
C -1.96635 0.64264 -2.30883 -0.787 1.148 -0.261 -0.502
O -2.36376 1.71682 -2.68930 0.781 -1.179 0.521 0.166
O -1.17130 -0.15519 -3.11364 -0.132 0.088 0.633 -0.133
P 0.42607 0.10646 -3.06345 0.648 0.308 -1.827 0.071
O 0.59761 1.11928 -1.85282 -0.195 0.122 0.371 -0.168
O 0.97709 -1.24691 -2.50639 0.064 -0.162 0.370 -0.131
S 1.19652 0.69772 -4.71898 -0.333 -0.176 0.438 0.364
H -2.28494 -4.21722 2.11725 -0.079 -0.216 -0.088 0.086
H -1.37953 -3.27727 3.28583 0.130 -0.054 0.219 0.080
H -2.69511 -2.53732 2.44007 -0.270 0.036 0.017 0.062
H -0.76030 -1.69958 1.33186 0.132 0.036 -0.150 0.072
H 0.09225 -3.20953 1.46717 0.342 -0.082 -0.097 0.119
H -4.33577 -2.41578 -0.12266 -0.149 -0.250 -0.032 0.141
H -3.05808 -1.59898 0.72494 0.152 0.060 0.182 0.091
H -4.22761 -0.49833 -1.34732 -0.202 0.172 -0.009 0.143
H -3.10014 -1.46752 -2.27407 0.127 -0.269 -0.070 0.137
H -2.21847 2.55002 0.90825 -0.324 0.183 -0.018 0.141
H -0.94848 1.79202 -0.01230 0.093 -0.013 -0.175 0.108
H -1.96425 -0.18457 1.79769 -0.275 -0.058 -0.286 0.108
H 0.42842 0.34835 0.97738 0.095 -0.048 -0.062 0.057
H 0.54711 1.38047 2.39455 -0.029 0.111 0.056 0.058
H 0.18586 -0.35513 2.55175 0.159 -0.006 0.420 0.081
H -2.86206 1.29119 3.10044 -0.176 0.075 0.058 0.090
H 0.43951 2.01063 -2.19624 0.155 0.232 0.135 0.100
H 1.72638 -1.50493 -3.06043 0.116 -0.251 0.049 0.089
O 2.57713 1.32822 0.50644 0.105 0.114 -0.080 -0.050
H 2.94468 2.21923 0.44842 0.018 0.071 0.109 0.032
H 2.19024 1.16108 -0.36114 0.052 0.004 0.001 0.020
O 2.73796 -2.98425 -0.01951 -0.024 0.196 -0.038 -0.043
H 2.48604 -2.09405 0.24956 -0.131 -0.008 0.007 0.045
H 2.02265 -3.27507 -0.60175 -0.122 -0.031 0.080 0.033
O -1.84696 -2.58728 -4.86766 -0.054 -0.009 0.082 -0.048
H -1.54043 -1.78647 -4.42983 -0.024 -0.027 -0.052 -0.011
H -2.55145 -2.29240 -5.45134 0.009 0.011 -0.073 0.038
O 1.63032 3.04079 3.37322 0.190 -0.027 -0.009 -0.051
H 1.90065 3.80872 2.85532 -0.129 0.165 -0.015 -0.003
H 1.55326 3.36750 4.27342 -0.043 0.024 0.022 0.044
O 4.72803 3.43731 1.32411 -0.181 -0.061 -0.169 -0.042
H 4.75981 2.65245 1.88175 0.011 0.037 0.159 0.049
H 5.26690 3.20390 0.55981 0.089 0.032 0.009 0.054
O 5.15249 0.02502 0.02035 0.013 0.265 0.060 -0.064
H 4.86667 -0.88879 -0.07162 0.324 -0.114 0.055 -0.004
H 4.50214 0.42576 0.61104 -0.203 -0.122 -0.241 -0.007
O 2.36463 5.65672 1.97564 0.138 -0.061 -0.005 -0.049
H 2.24920 6.52795 1.58746 -0.126 0.027 0.028 0.045
H 3.29823 5.45600 1.84749 0.123 -0.155 -0.047 0.025
O -5.24912 2.53980 -2.30058 -0.005 -0.056 0.022 -0.063
H -5.38430 3.39717 -2.71169 -0.029 0.024 -0.031 0.032
H -4.29744 2.38838 -2.35257 0.062 0.013 0.060 -0.012
O 5.55608 -3.00836 0.66705 -0.066 0.193 -0.002 -0.062
H 5.86067 -3.86792 0.36712 0.015 -0.036 -0.038 0.037
H 4.61765 -2.98618 0.43016 -0.026 -0.363 0.009 -0.018
```
Forces are in eV/Å.

Properties
HOMO, eV: -10.00
Net charge: 0
Energy above the lowest of the compared OMol25 structures with the same formula, charge and spin, eV: 0.000
Spin multiplicity: 1

---

No. 3
Molecular formula: C9H36O9
Method: DFT, ωB97M-V with the def2-TZVPD basis set

Structure (XYZ):
```
54
Properties=species:S:1:pos:R:3:forces:R:3:lowdin_charge:R:1
C 2.66831 -2.17489 -1.74660 0.312 0.093 0.261 -0.125
O 1.55446 -2.92901 -1.26648 0.137 0.045 -0.253 -0.130
H 3.60895 -2.60933 -1.40099 -0.005 -0.029 -0.081 0.085
H 2.66131 -2.18977 -2.83326 -0.129 -0.046 -0.019 0.086
H 2.62940 -1.13952 -1.39831 -0.082 0.000 -0.038 0.066
H 1.72147 -3.14015 -0.34451 -0.181 0.039 0.052 0.093
C 4.44763 1.05263 0.28881 -0.153 0.144 0.772 -0.171
O 3.39627 1.99688 0.38801 0.010 -0.093 -0.170 -0.142
H 4.40343 0.38863 1.16234 0.069 -0.318 -0.299 0.069
H 4.42655 0.48699 -0.64514 -0.027 -0.099 -0.003 0.063
H 5.40853 1.56128 0.37087 -0.092 0.205 -0.205 0.074
H 2.57068 1.49865 0.55035 0.197 0.182 -0.082 0.023
C 3.27542 -0.26241 4.34804 -0.412 0.307 -0.409 -0.168
O 3.15582 -1.23938 5.36442 -0.037 0.000 0.024 -0.112
H 4.30846 -0.08974 4.03734 0.049 -0.039 0.112 0.076
H 2.70252 -0.59170 3.47796 0.146 -0.218 0.045 0.073
H 2.81836 0.69423 4.62171 0.170 -0.012 0.194 0.069
H 3.24772 -0.80826 6.21701 0.077 -0.030 0.006 0.073
C -3.74390 1.98836 0.02847 -0.209 0.947 -0.866 -0.137
O -4.07879 3.18397 -0.72460 0.069 -0.401 0.445 -0.130
H -3.04964 1.42268 -0.59352 0.028 -0.370 0.409 0.049
H -3.33456 2.28361 0.99827 0.132 -0.244 0.004 0.070
H -4.66407 1.42438 0.15687 0.055 -0.065 0.042 0.071
H -3.28728 3.40940 -1.21870 -0.076 0.110 -0.082 0.058
C -1.29887 1.62474 -3.47813 0.080 -0.179 -0.087 -0.158
O -2.16610 0.63233 -2.94522 0.210 0.303 0.041 -0.143
H -1.86589 2.40402 -3.98932 -0.240 -0.209 0.018 0.076
H -0.71118 2.13167 -2.70093 0.066 -0.168 -0.014 0.067
H -0.62760 1.15924 -4.20889 0.115 0.263 0.063 0.081
H -1.60254 -0.14116 -2.77402 -0.112 0.065 0.082 0.012
C 0.19761 1.94411 3.66255 0.476 0.369 -0.724 -0.131
O -0.27009 0.64285 3.28206 0.051 0.495 0.555 -0.134
H 0.29880 2.06328 4.74051 -0.227 -0.027 0.021 0.084
H 1.18445 2.10458 3.21988 0.009 -0.330 0.095 0.076
H -0.41074 2.72912 3.20198 -0.255 -0.065 0.389 0.086
H -1.06310 0.49389 3.80728 -0.006 -0.302 -0.257 0.095
C 0.05686 0.37317 -0.13198 -0.317 0.040 0.619 -0.111
O 1.08745 0.50753 0.84656 0.150 -0.138 -0.006 -0.154
H 0.45831 0.53303 -1.12848 0.175 0.043 0.047 0.077
H -0.38639 -0.62425 -0.07906 -0.003 0.015 -0.135 0.077
H -0.72163 1.11314 0.07601 -0.061 -0.050 -0.276 0.078
H 0.66853 0.46077 1.72539 0.017 -0.125 -0.363 0.036
C -1.30965 -2.62058 -3.51171 1.299 0.442 -0.621 -0.110
O -0.59417 -1.69016 -2.68534 -0.345 -0.256 0.103 -0.171
H -1.77074 -3.45300 -2.98459 -0.279 0.255 0.265 0.081
H -1.99081 -2.00817 -4.09554 -0.444 -0.275 0.175 0.084
H -0.59103 -3.04218 -4.22420 -0.169 -0.159 -0.044 0.081
H 0.15645 -2.13179 -2.25798 -0.208 -0.080 0.189 0.038
C -3.55490 -1.64644 -0.49235 -1.014 0.508 0.497 -0.146
O -4.68643 -1.09255 -1.18531 0.261 -0.454 0.286 -0.127
H -3.66048 -2.72885 -0.38053 0.392 -0.081 -0.426 0.078
H -2.66288 -1.31400 -1.01041 0.107 -0.291 -0.038 0.049
H -3.56270 -1.25874 0.53522 0.370 0.121 -0.060 0.075
H -5.44761 -1.38315 -0.67181 -0.144 0.161 -0.252 0.072
```
Forces are in eV/Å.

Properties
HOMO, eV: -9.83
Net charge: 0
Energy above the lowest of the compared OMol25 structures with the same formula, charge and spin, eV: 4.842
Spin multiplicity: 1

---

Molecular weight (g/mol)
344.4; 493.4; 288.4
E_tot (eV)
-34299.7768; -66340.2480; -28340.4640
HOMO-LUMO gap (eV)
8.75; 9.98; 10.10